(1)
DFT (ωB97M-V with the def2-TZVPD basis set) results for 2 unconnected molecules or ions with the total composition CH2N3O2P at a distorted geometry.

Output
**Kohn-Sham gap (spin up / spin down)**: 7.171 / 8.289 eV
**Strongest force on any atom**: 4.9 eV/A
**Energy relative to the best compared isomer or geometry (same formula, charge and spin)**: 126.7 kJ/mol
**Charge**: 0
**DFT total energy**: -18918.8505 eV
**E_HOMO (spin up / spin down)**: -8.5 / -9.7 eV

Structure (XYZ):
```
9
CH2N3O2P (ωB97M-V with the def2-TZVPD basis set)
C -0.248 -1.811 0.245
N -0.709 -2.442 1.091
N 1.594 -0.031 -0.248
N -1.262 1.204 -0.123
O -0.490 1.800 0.495
O -2.409 1.131 -0.260
P 0.316 -0.768 -1.105
H 1.293 0.183 0.710
H 1.915 0.734 -0.805
```



(2)
DFT (ωB97M-V with the def2-TZVPD basis set) results for 2 unconnected molecules or ions with the total composition CH2N3O2P at a distorted geometry.

Output
**Kohn-Sham gap**: 8.507 eV
**Strongest force on any atom**: 3.1 eV/A
**Energy relative to the best compared isomer or geometry (same formula, charge and spin)**: 189.9 kJ/mol
**Charge**: 0
**DFT total energy**: -18918.1961 eV
**E_HOMO**: -10.1 eV

Structure (XYZ):
```
9
CH2N3O2P (ωB97M-V with the def2-TZVPD basis set)
C 2.254 2.265 -0.459
N 1.161 2.628 -0.312
N -1.649 -0.010 -0.385
N 0.105 -2.047 0.385
O 0.070 -1.621 1.502
O 0.667 -3.041 0.038
P -0.381 -0.678 -0.923
H 0.267 2.717 -0.020
H -2.494 -0.215 0.174
```



(3)
DFT (ωB97M-V with the def2-TZVPD basis set) results for CH2N4O in the gas phase at a distorted geometry.

Output
**SMILES**: Nc1nnno1
**Kohn-Sham gap**: 11.090 eV
**Strongest force on any atom**: 3.3 eV/A
**Energy relative to the best compared isomer or geometry (same formula, charge and spin)**: 126.1 kJ/mol
**Charge**: 0
**DFT total energy**: -9074.9909 eV
**E_HOMO**: -10.5 eV

Structure (XYZ):
```
8
CH2N4O (ωB97M-V with the def2-TZVPD basis set)
C -0.133 -0.092 0.199
N 0.630 -1.103 0.179
N 1.894 -0.616 -0.003
N 1.928 0.582 -0.019
N -1.465 0.028 0.073
O 0.596 1.053 0.171
H -1.739 -0.822 -0.328
H -1.711 0.970 -0.273
```



(4)
DFT (ωB97M-V with the def2-TZVPD basis set) results for a molecular structure, CH2N4O at a distorted geometry.

Output
**Kohn-Sham gap**: 10.517 eV
**Strongest force on any atom**: 4.4 eV/A
**Energy relative to the best compared isomer or geometry (same formula, charge and spin)**: 364.7 kJ/mol
**Charge**: 0
**DFT total energy**: -9072.5177 eV
**E_HOMO**: -10.4 eV

Structure (XYZ):
```
8
CH2N4O (ωB97M-V with the def2-TZVPD basis set)
C -1.345 0.584 -0.126
N 1.959 -0.315 -0.032
N 1.394 0.860 0.034
N 0.686 -0.991 -0.087
N 0.160 0.286 0.012
O -2.109 -0.332 -0.131
H -1.351 1.722 -0.137
H 0.606 -1.812 0.467
```



(5)
DFT (ωB97M-V with the def2-TZVPD basis set) results for a molecular structure, CH2N4O.

Output
**Kohn-Sham gap**: 11.185 eV
**Strongest force on any atom**: 0.5 eV/A
**Energy relative to the best compared isomer or geometry (same formula, charge and spin)**: 262.9 kJ/mol
**Charge**: 0
**DFT total energy**: -9073.5735 eV
**E_HOMO**: -10.8 eV

Structure (XYZ):
```
8
CH2N4O (ωB97M-V with the def2-TZVPD basis set)
O -1.242 -0.692 1.204
C -0.457 -0.284 0.218
N 0.835 0.023 0.340
N 1.178 0.407 -0.995
N 0.099 0.319 -1.727
N -0.897 -0.173 -1.034
H -0.727 -0.756 2.020
H 1.211 1.156 -0.027
```



(6)
DFT (ωB97M-V with the def2-TZVPD basis set) results for a molecular structure, CH2N4O at a distorted geometry.

Output
**Kohn-Sham gap**: 10.707 eV
**Strongest force on any atom**: 6.2 eV/A
**Energy relative to the best compared isomer or geometry (same formula, charge and spin)**: 141.3 kJ/mol
**Charge**: 0
**DFT total energy**: -9074.8333 eV
**E_HOMO**: -10.0 eV

Structure (XYZ):
```
8
CH2N4O (ωB97M-V with the def2-TZVPD basis set)
C 0.583 -0.042 -0.098
H 2.482 0.809 -0.121
H -2.221 -0.905 -0.054
N -0.131 1.150 -0.056
N -1.316 0.754 0.115
N -1.243 -0.557 0.105
N -0.064 -1.130 -0.050
O 1.909 -0.080 0.158
```



(7)
DFT (ωB97M-V with the def2-TZVPD basis set) results for CH2N4O in the gas phase at a distorted geometry.

Output
**SMILES**: O=c1nn[nH][nH]1
**Kohn-Sham gap**: 9.806 eV
**Strongest force on any atom**: 5.8 eV/A
**Energy relative to the best compared isomer or geometry (same formula, charge and spin)**: 236.1 kJ/mol
**Charge**: 0
**DFT total energy**: -9073.8513 eV
**E_HOMO**: -9.5 eV

Structure (XYZ):
```
8
CH2N4O (ωB97M-V with the def2-TZVPD basis set)
C 0.772 0.061 -0.108
H -2.183 0.627 -0.177
H -0.343 2.219 0.212
N 0.113 -1.091 -0.053
N -1.086 -0.915 0.036
N -1.325 0.322 0.108
N -0.285 1.151 -0.097
O 1.996 0.065 0.082
```



(8)
DFT (ωB97M-V with the def2-TZVPD basis set) results for CH2N4O2 in the gas phase at a distorted geometry.

Output
**SMILES**: [O-][N@+]1(O)N=CN=N1
**Kohn-Sham gap (spin up / spin down)**: 9.048 / 9.047 eV
**Strongest force on any atom**: 3.7 eV/A
**Energy relative to the best compared isomer or geometry (same formula, charge and spin)**: 608.8 kJ/mol
**Charge**: 0
**DFT total energy**: -11117.3111 eV
**E_HOMO (spin up / spin down)**: -10.3 / -10.3 eV

Structure (XYZ):
```
9
CH2N4O2 (ωB97M-V with the def2-TZVPD basis set)
C 1.017 1.051 -0.353
N 0.686 0.477 0.743
N 0.319 0.547 -1.448
N -0.306 -0.366 0.417
N -0.393 -0.343 -1.018
O -0.173 -1.606 0.889
O -1.497 0.157 0.528
H 1.481 2.010 -0.407
H -1.133 -1.926 0.649
```



(9)
DFT (ωB97M-V with the def2-TZVPD basis set) results for CH2N4O2 in the gas phase at a distorted geometry.

Output
**SMILES**: N#CN(N)[N+](=O)[O-]
**Kohn-Sham gap**: 10.350 eV
**Strongest force on any atom**: 3.0 eV/A
**Energy relative to the best compared isomer or geometry (same formula, charge and spin)**: 425.6 kJ/mol
**Charge**: 0
**DFT total energy**: -11119.2104 eV
**E_HOMO**: -10.3 eV

Structure (XYZ):
```
9
CH2N4O2 (ωB97M-V with the def2-TZVPD basis set)
C 1.781 -1.664 -0.310
N 2.713 -2.247 -0.637
N 0.095 0.018 -0.302
N 0.691 -1.092 0.144
N 0.462 -1.515 1.781
O 1.055 -2.456 2.146
O -0.312 -0.760 2.265
H 0.417 0.895 0.102
H -0.915 -0.066 -0.333
```



(10)
DFT (ωB97M-V with the def2-TZVPD basis set) results for CH2N4O2 in the gas phase at a distorted geometry.

Output
**SMILES**: O/N=c1/[nH]nno1
**Kohn-Sham gap**: 9.528 eV
**Strongest force on any atom**: 4.7 eV/A
**Energy relative to the best compared isomer or geometry (same formula, charge and spin)**: 373.8 kJ/mol
**Charge**: 0
**DFT total energy**: -11119.7472 eV
**E_HOMO**: -9.3 eV

Structure (XYZ):
```
9
CH2N4O2 (ωB97M-V with the def2-TZVPD basis set)
C 0.270 0.242 -0.057
H 2.189 -1.170 0.120
H -0.792 2.067 0.345
N 1.448 0.651 0.146
N -0.790 1.077 -0.206
N -1.962 0.352 0.084
N -1.652 -0.909 0.079
O 2.488 -0.246 -0.031
O -0.277 -1.072 -0.073
```



(11)
DFT (ωB97M-V with the def2-TZVPD basis set) results for CH2N4S in the gas phase at a distorted geometry.

Output
**SMILES**: C1N=NN=NS1
**Kohn-Sham gap (spin up / spin down)**: 7.431 / 7.313 eV
**Strongest force on any atom**: 7.0 eV/A
**Energy relative to the best compared isomer or geometry (same formula, charge and spin)**: 479.5 kJ/mol
**Charge**: 0
**DFT total energy**: -17858.8362 eV
**E_HOMO (spin up / spin down)**: -8.5 / -8.7 eV

Structure (XYZ):
```
8
CH2N4S (ωB97M-V with the def2-TZVPD basis set)
C 0.890 0.246 -0.498
N 0.727 0.189 0.879
N -0.193 -0.524 1.320
N -1.313 -0.849 1.115
N -1.867 0.019 -0.310
S -0.812 0.948 -0.959
H 1.673 0.787 -0.741
H 0.894 -0.816 -0.806
```



(12)
DFT (ωB97M-V with the def2-TZVPD basis set) results for a molecular structure, CH2N4S2 at a distorted geometry.

Output
**Kohn-Sham gap**: 7.828 eV
**Strongest force on any atom**: 6.7 eV/A
**Energy relative to the best compared isomer or geometry (same formula, charge and spin)**: 327.7 kJ/mol
**Charge**: 0
**DFT total energy**: -28694.8130 eV
**E_HOMO**: -8.6 eV

Structure (XYZ):
```
9
CH2N4S2 (ωB97M-V with the def2-TZVPD basis set)
C -0.789 0.080 0.247
H 0.769 -2.217 -0.736
H 2.448 0.990 1.135
N 0.576 0.134 -0.088
N 1.095 0.983 0.953
N 0.192 1.697 1.568
N -0.957 1.138 1.144
S 1.490 -0.874 -1.051
S -1.792 -0.808 -0.631
```



(13)
DFT (ωB97M-V with the def2-TZVPD basis set) results for a gas-phase ion, CH2NO2 (charge -1) at a distorted geometry.

Output
**SMILES**: [H]/N=C(/[O-])O
**Kohn-Sham gap**: 7.990 eV
**Strongest force on any atom**: 2.1 eV/A
**Energy relative to the best compared isomer or geometry (same formula, charge and spin)**: 75.6 kJ/mol
**Charge**: -1
**DFT total energy**: -6655.5931 eV
**E_HOMO**: -3.5 eV

Structure (XYZ):
```
6
CH2NO2 (ωB97M-V with the def2-TZVPD basis set)
N -0.909 0.705 -0.803
C 0.029 0.218 -0.026
O 0.978 0.732 0.566
O -0.092 -1.321 0.179
H 0.566 -1.377 0.903
H -1.461 -0.155 -1.087
```



(14)
DFT (ωB97M-V with the def2-TZVPD basis set) results for 2 unconnected molecules or ions with the total composition CH2NO2 at a distorted geometry.

Output
**Kohn-Sham gap**: 7.503 eV
**Strongest force on any atom**: 3.3 eV/A
**Energy relative to the best compared isomer or geometry (same formula, charge and spin)**: 193.9 kJ/mol
**Charge**: -1
**DFT total energy**: -6654.3675 eV
**E_HOMO**: -3.0 eV

Structure (XYZ):
```
6
CH2NO2 (ωB97M-V with the def2-TZVPD basis set)
C 1.079 0.535 -0.894
N 1.683 0.142 0.073
O -0.973 -0.325 -0.143
O 0.979 0.931 -1.980
H -1.311 -1.194 -0.370
H 1.007 0.042 0.852
```



(15)
DFT (ωB97M-V with the def2-TZVPD basis set) results for 2 unconnected molecules or ions with the total composition CH2NO2S at a distorted geometry.

Output
**Kohn-Sham gap**: 5.397 eV
**Strongest force on any atom**: 2.9 eV/A
**Energy relative to the best compared isomer or geometry (same formula, charge and spin)**: 39.6 kJ/mol
**Charge**: -1
**DFT total energy**: -17490.6009 eV
**E_HOMO**: -1.7 eV

Structure (XYZ):
```
7
CH2NO2S (ωB97M-V with the def2-TZVPD basis set)
C 0.731 -1.406 -1.153
N -0.801 0.814 0.973
O -0.010 -1.521 -2.032
O 1.571 -1.443 -0.329
S -0.247 1.570 -0.535
H 0.087 0.523 1.386
H -1.330 1.462 1.689
```



(16)
DFT (ωB97M-V with the def2-TZVPD basis set) results for a gas-phase ion, CH2NO2S3 (charge -1) at a distorted geometry.

Output
**Kohn-Sham gap**: 7.590 eV
**Strongest force on any atom**: 5.3 eV/A
**Energy relative to the best compared isomer or geometry (same formula, charge and spin)**: 77.4 kJ/mol
**Charge**: -1
**DFT total energy**: -39161.0104 eV
**E_HOMO**: -4.3 eV

Structure (XYZ):
```
9
CH2NO2S3 (ωB97M-V with the def2-TZVPD basis set)
C -0.765 0.395 -0.260
N 0.445 0.723 -0.185
O 1.428 -1.666 0.057
O 2.817 0.499 0.482
S -1.432 -1.139 -0.405
S -1.986 1.883 -0.055
S 1.906 -0.071 -0.444
H -2.978 1.138 0.460
H 0.565 -1.763 0.351
```



(17)
DFT (ωB97M-V with the def2-TZVPD basis set) results for 2 unconnected molecules or ions with the total composition CH2NO3S at a distorted geometry.

Output
**Kohn-Sham gap**: 5.735 eV
**Strongest force on any atom**: 2.2 eV/A
**Energy relative to the best compared isomer or geometry (same formula, charge and spin)**: 461.7 kJ/mol
**Charge**: -1
**DFT total energy**: -19534.1170 eV
**E_HOMO**: -2.0 eV

Structure (XYZ):
```
8
CH2NO3S (ωB97M-V with the def2-TZVPD basis set)
C -1.291 -0.026 -0.102
N -1.275 0.934 -1.114
O 2.543 0.602 0.974
O 1.519 -1.463 0.033
O -0.308 0.990 -0.016
S 1.881 -0.058 -0.185
H -2.005 0.162 0.747
H -1.064 -1.140 -0.337
```



(18)
DFT (ωB97M-V with the def2-TZVPD basis set) results for a gas-phase ion, CH2NO3S (charge -1) at a distorted geometry.

Output
**Kohn-Sham gap**: 7.431 eV
**Strongest force on any atom**: 5.0 eV/A
**Energy relative to the best compared isomer or geometry (same formula, charge and spin)**: 140.5 kJ/mol
**Charge**: -1
**DFT total energy**: -19537.4462 eV
**E_HOMO**: -3.6 eV

Structure (XYZ):
```
8
CH2NO3S (ωB97M-V with the def2-TZVPD basis set)
C -1.204 -1.905 0.809
N 0.963 -0.668 -0.597
O -0.770 -2.950 1.008
O -2.204 -1.321 0.527
O -0.816 0.953 0.738
S 0.259 -0.415 0.933
H 1.629 0.036 -0.839
H -1.643 0.462 0.726
```



(19)
DFT (ωB97M-V with the def2-TZVPD basis set) results for a gas-phase ion, CH2NO3S (charge -1) at a distorted geometry.

Output
**2S+1**: 3
**Kohn-Sham gap (spin up / spin down)**: 4.054 / 5.991 eV
**Strongest force on any atom**: 2.2 eV/A
**Energy relative to the best compared isomer or geometry (same formula, charge and spin)**: 438.2 kJ/mol
**Expectation value of S²**: 2.033
**Charge**: -1
**DFT total energy**: -19531.7562 eV
**E_HOMO (spin up / spin down)**: -0.3 / -3.9 eV

Structure (XYZ):
```
8
CH2NO3S (ωB97M-V with the def2-TZVPD basis set)
C -0.238 -0.390 -0.234
N -0.814 0.133 -1.258
O -0.355 1.433 -1.582
O -1.676 -0.370 -2.016
O -0.531 -1.626 0.241
S 1.017 0.747 0.913
H -0.086 -1.674 1.099
H 0.274 1.630 -0.840
```



(20)
DFT (ωB97M-V with the def2-TZVPD basis set) results for 2 unconnected molecules or ions with the total composition CH2NO4 at a distorted geometry.

Output
**Kohn-Sham gap**: 8.498 eV
**Strongest force on any atom**: 7.9 eV/A
**Energy relative to the best compared isomer or geometry (same formula, charge and spin)**: 257.8 kJ/mol
**Charge**: +1
**DFT total energy**: -10733.9655 eV
**E_HOMO**: -15.4 eV

Structure (XYZ):
```
8
CH2NO4 (ωB97M-V with the def2-TZVPD basis set)
C -0.619 0.190 -0.508
N -4.336 -0.025 0.196
O -4.407 0.363 1.218
O -4.276 -0.388 -0.824
O 0.891 -0.266 0.226
O -1.902 0.217 -0.328
H -0.223 0.538 -1.563
H 1.070 -0.677 1.090
```